The following is a quantum chemistry calculation of a structure of composition C71H62FN3O4P2STi at a distorted geometry, from the Open Molecules 2025 dataset.

Geometry as XYZ:
```
145
Properties=species:S:1:pos:R:3:forces:R:3:lowdin_charge:R:1
Ti 0.8049 0.0596 1.0434 0.051 0.091 1.214 1.06
O -0.5284 1.1978 1.9540 0.132 -0.031 -0.117 -0.72
S -1.6510 0.9788 2.9855 0.056 -0.217 -0.123 1.07
C -3.0457 1.7997 2.3059 -0.092 0.187 0.000 -0.31
C -3.3390 3.0975 2.6677 -0.073 -0.024 0.002 -0.03
C -4.5627 3.7132 2.3464 0.132 -0.055 0.059 0.02
C -5.5115 2.9500 1.7258 -0.104 0.001 -0.054 -0.13
C -6.9321 3.2649 1.3348 -0.009 -0.024 0.019 -0.08
C -7.4903 1.9405 0.7502 0.026 0.007 0.011 -0.08
C -6.3197 0.9915 0.7659 -0.063 0.050 -0.011 -0.13
C -6.1937 -0.3035 0.3515 0.089 -0.019 0.042 0.02
C -4.9240 -0.9070 0.4419 -0.089 -0.052 -0.153 -0.07
C -3.8063 -0.2961 0.9756 0.172 0.067 0.150 -0.27
P -2.1388 -0.9762 0.5477 0.148 0.370 0.095 1.11
C -2.1145 -0.3852 -1.1838 -0.148 -0.229 -0.094 -0.36
C -2.8907 -0.9742 -2.1796 -0.084 -0.019 0.017 -0.10
C -2.9327 -0.4413 -3.4592 -0.017 0.031 0.089 -0.07
C -2.2031 0.7012 -3.7540 0.032 0.027 0.029 -0.06
C -1.4260 1.2993 -2.7695 0.003 -0.047 -0.133 -0.05
C -1.3773 0.7540 -1.4958 0.141 0.200 -0.004 -0.10
C -2.3389 -2.7769 0.5627 -0.191 -0.056 0.113 -0.37
C -1.4661 -3.5955 -0.1534 0.197 0.076 -0.200 -0.11
C -1.4994 -4.9721 0.0010 -0.057 -0.015 0.050 -0.07
C -2.3930 -5.5532 0.8908 -0.022 -0.005 -0.002 -0.06
C -3.2495 -4.7480 1.6263 0.011 0.020 -0.028 -0.05
C -3.2248 -3.3701 1.4646 0.073 -0.067 0.015 -0.09
C -3.9656 1.0071 1.5447 0.167 -0.030 0.040 -0.14
C -5.2074 1.6252 1.3502 -0.089 0.015 -0.022 -0.08
C -1.2112 1.8964 4.4312 0.173 -0.011 -0.031 -0.33
C -2.1396 1.5725 5.4020 -0.075 0.046 0.132 -0.09
C -2.2442 2.2445 6.6256 0.050 -0.048 -0.128 0.01
C -1.3750 3.2760 6.8341 -0.034 0.021 0.072 -0.13
C -1.2730 4.2188 8.0025 0.026 -0.004 -0.052 -0.08
C -0.0453 5.1038 7.6884 -0.014 -0.015 -0.017 -0.08
C 0.4301 4.6310 6.3407 -0.008 0.031 0.053 -0.14
C 1.4742 5.0506 5.5786 -0.011 -0.121 -0.117 0.02
C 1.7424 4.3372 4.3953 0.076 0.076 0.028 -0.05
C 1.0046 3.2708 3.9143 -0.226 -0.059 0.039 -0.26
P 1.7917 2.3823 2.5025 -0.269 -0.168 -0.188 1.12
C 1.1552 3.2567 1.0182 0.004 0.048 0.016 -0.36
C 1.7866 3.0743 -0.2159 0.043 -0.031 -0.044 -0.11
C 1.2438 3.6131 -1.3773 -0.014 0.000 0.005 -0.07
C 0.0600 4.3327 -1.3258 0.017 -0.011 0.036 -0.08
C -0.5712 4.5258 -0.1034 0.013 -0.005 0.000 -0.05
C -0.0248 3.9984 1.0550 -0.014 -0.003 0.001 -0.08
C 3.5442 2.8390 2.5355 0.065 -0.046 0.029 -0.38
C 4.0797 3.9526 1.8911 -0.078 0.111 -0.062 -0.09
C 5.4377 4.2173 1.9587 0.043 -0.050 0.042 -0.06
C 6.2770 3.3722 2.6724 -0.030 0.000 0.001 -0.06
C 5.7549 2.2599 3.3161 0.007 0.037 -0.020 -0.06
C 4.3979 1.9930 3.2392 0.020 -0.037 0.017 -0.09
C -0.1786 2.8806 4.6543 0.030 -0.010 -0.116 -0.10
C -0.3755 3.5645 5.8776 0.028 0.101 0.087 -0.07
H -2.6271 3.6466 3.2695 0.044 0.023 0.044 0.12
H -4.7470 4.7343 2.6483 -0.015 0.033 0.002 0.13
H -7.5076 3.6072 2.1950 0.001 0.014 0.000 0.13
H -6.9518 4.0730 0.6027 -0.010 0.003 -0.014 0.13
H -8.3064 1.5480 1.3578 -0.006 -0.003 0.004 0.13
H -7.8836 2.0671 -0.2581 -0.001 0.011 -0.010 0.13
H -7.0203 -0.8544 -0.0741 -0.035 -0.025 -0.018 0.13
H -4.8237 -1.9035 0.0302 0.016 0.008 -0.041 0.10
H -3.4647 -1.8642 -1.9532 -0.037 -0.031 0.003 0.11
H -3.5474 -0.9077 -4.2166 -0.011 -0.020 -0.023 0.11
H -2.2499 1.1324 -4.7446 0.010 0.032 -0.029 0.11
H -0.8600 2.1956 -2.9854 -0.002 -0.005 -0.011 0.10
H -0.7467 1.2664 -0.7638 -0.273 -0.072 0.004 0.08
H -0.7322 -3.1597 -0.8279 -0.138 -0.013 0.146 0.08
H -0.8208 -5.5933 -0.5671 0.030 -0.026 -0.021 0.11
H -2.4214 -6.6270 1.0145 0.018 -0.012 -0.002 0.11
H -3.9446 -5.1873 2.3284 -0.004 -0.035 0.007 0.12
H -3.9013 -2.7600 2.0484 0.023 0.008 0.014 0.11
H -2.8609 0.7877 5.1959 0.000 -0.039 -0.061 0.12
H -2.9989 1.9594 7.3432 -0.025 -0.009 0.042 0.13
H -2.1886 4.8049 8.0895 -0.005 0.013 0.018 0.13
H -1.1612 3.6702 8.9374 0.000 -0.006 0.011 0.13
H -0.2954 6.1646 7.6677 0.003 -0.001 -0.001 0.13
H 0.7418 4.9792 8.4322 0.006 0.016 0.014 0.13
H 2.1207 5.8647 5.8743 0.008 0.033 0.009 0.13
H 2.6258 4.6317 3.8460 -0.009 0.010 0.001 0.10
H 2.7437 2.5699 -0.2634 0.006 -0.022 0.009 0.10
H 1.7681 3.4920 -2.3162 0.012 0.000 -0.031 0.11
H -0.3556 4.7668 -2.2245 -0.019 0.018 -0.040 0.11
H -1.4838 5.1034 -0.0501 -0.033 0.028 -0.003 0.11
H -0.5225 4.1724 2.0004 0.023 -0.004 0.031 0.10
H 3.4370 4.6286 1.3386 -0.002 -0.027 0.018 0.11
H 5.8408 5.0878 1.4608 0.014 0.029 -0.023 0.11
H 7.3361 3.5812 2.7279 0.031 0.010 -0.005 0.11
H 6.4060 1.5996 3.8723 0.016 -0.016 0.009 0.11
H 3.9994 1.1149 3.7299 -0.059 -0.050 0.015 0.08
C 3.3471 -3.0115 1.2920 0.009 -0.068 -0.003 -0.01
C 2.5778 -2.3008 2.3655 -0.126 0.057 -0.090 -0.26
C 1.1814 -2.1868 2.2909 -0.038 -0.067 -0.143 -0.11
C 0.4639 -1.5499 3.3056 -0.207 0.052 0.097 -0.13
C 1.1236 -1.0071 4.4029 -0.038 0.010 -0.089 -0.06
C 2.5022 -1.1318 4.4824 0.023 0.046 -0.014 -0.05
C 3.2182 -1.7654 3.4746 0.008 0.030 0.028 -0.01
H 2.7021 -3.2664 0.4506 0.000 -0.002 -0.014 0.08
H 3.7727 -3.9392 1.6785 -0.007 0.002 0.005 0.10
H 4.1786 -2.4047 0.9312 0.019 0.033 0.025 0.09
H 0.6372 -2.7072 1.5056 0.034 0.011 -0.006 0.11
H -0.6210 -1.5486 3.2599 0.054 0.004 0.011 0.09
H 0.5650 -0.5194 5.1910 0.011 -0.009 0.013 0.12
H 3.0277 -0.7351 5.3410 0.016 0.007 0.021 0.12
H 4.2944 -1.8489 3.5590 0.027 -0.014 -0.007 0.13
C 5.2804 -3.3768 -4.3381 0.055 -0.050 -0.051 -0.05
C 4.8446 -1.9297 -4.4447 -0.137 0.240 0.127 -0.16
N 3.7265 -1.6147 -3.5222 -0.050 -0.057 0.053 0.00
C 3.9905 -0.9699 -2.3906 -0.255 -0.059 0.057 0.07
C 3.0531 -0.7129 -1.4079 0.403 0.026 -0.181 -0.02
C 3.5441 0.0518 -0.2252 -0.255 0.034 0.173 -0.54
O 4.6645 0.4886 -0.1678 0.009 -0.088 -0.006 0.13
O 2.6400 0.2212 0.7224 0.428 0.049 -0.307 -0.20
C 1.7363 -1.1734 -1.5514 -0.122 0.063 0.050 -0.23
O 0.8405 -1.0500 -0.6400 0.058 -0.138 -0.600 -0.14
C 1.4219 -1.8026 -2.8257 -0.131 0.085 0.197 -0.02
C 0.1015 -2.1581 -3.1390 -0.022 -0.040 0.004 0.09
C -0.1857 -2.7473 -4.3318 0.145 -0.007 -0.161 -0.17
F -1.4653 -3.0307 -4.6307 0.000 -0.027 -0.002 0.09
C 0.8104 -3.0399 -5.2912 -0.169 0.002 0.108 -0.13
C 2.1041 -2.6605 -4.9975 0.007 0.029 0.177 0.07
C 2.4217 -2.0268 -3.7829 0.182 -0.013 -0.192 -0.10
N 0.5363 -3.6841 -6.5187 0.144 0.020 -0.012 -0.09
C -0.5957 -4.5847 -6.6527 -0.044 -0.040 0.110 -0.14
C -0.3146 -5.5860 -7.7570 0.032 -0.012 -0.235 -0.07
N -0.0514 -4.8427 -9.0451 -0.042 0.065 0.043 0.07
C 1.0863 -3.8646 -8.8873 -0.093 -0.181 -0.105 -0.08
C 0.7692 -2.9276 -7.7384 0.002 0.110 -0.027 -0.13
H 6.0916 -3.5638 -5.0393 0.030 -0.004 -0.011 0.09
H 4.4723 -4.0718 -4.5622 -0.020 -0.004 0.004 0.07
H 5.6476 -3.5940 -3.3364 0.006 -0.003 0.032 0.09
H 4.5403 -1.6392 -5.4495 0.017 -0.073 -0.022 0.12
H 5.6516 -1.2564 -4.1613 0.029 -0.059 -0.054 0.13
H 5.0083 -0.6389 -2.2296 0.029 0.021 0.003 0.16
H -0.7052 -1.9137 -2.4604 0.115 -0.029 -0.036 0.09
H 2.8824 -2.8924 -5.7067 0.009 -0.020 -0.051 0.12
H -1.5316 -4.0493 -6.8639 -0.011 -0.025 -0.018 0.14
H -0.7456 -5.1466 -5.7325 0.008 0.035 0.003 0.15
H -1.1567 -6.2518 -7.9376 -0.006 0.008 0.087 0.15
H 0.5830 -6.1697 -7.5590 -0.033 -0.006 0.060 0.15
H -0.8977 -4.3352 -9.3197 0.023 -0.018 0.002 0.19
H 0.1465 -5.5004 -9.8023 0.026 0.002 0.039 0.19
H 1.2042 -3.3443 -9.8364 0.021 0.053 0.059 0.15
H 1.9691 -4.4689 -8.6823 0.025 0.079 0.002 0.14
H -0.1091 -2.3114 -7.9920 0.029 -0.003 -0.031 0.15
H 1.6087 -2.2455 -7.6148 -0.016 -0.036 0.025 0.14
```
Forces are in eV/Å.

Expectation value of S² ... 0.753
ΔE to the lowest compared entry with this formula, charge and spin ... 0.00 kcal per mole
LUMO energy (alpha / beta) ... -0.2463 / -0.2500 Ha
Total charge ... +3
E_tot ... -5237.59939 Ha
2S+1 ... 2